No. 1
Formula: C18H33N2O9P2ReSSb
Source: the Open Molecules 2025 dataset
Level of theory: ωB97M-V with the def2-TZVPD basis set

```
67
C18H33N2O9P2ReSSb, DFT ωB97M-V with the def2-TZVPD basis set
Re -0.7827 -1.0643 1.1756
O -2.2534 2.7861 0.0780
P -1.6283 1.4488 -0.3911
O -0.7364 1.6735 -1.6663
O -0.7691 0.9131 0.7432
O -2.8194 0.5288 -0.8124
P -2.4536 -0.9885 -1.4417
O -2.5368 -0.7546 -2.9897
O -1.0082 -1.1755 -0.9922
O -3.4952 -1.9356 -1.0225
H -2.9570 3.1859 -0.4504
H -1.9917 -0.0421 -3.3413
N -3.5700 -3.8814 0.7501
C -2.3858 -4.7182 0.4199
C -1.1038 -3.8922 0.4563
O -0.1647 -4.1262 -0.2391
O -1.1420 -2.9353 1.3949
H -4.4365 -4.4056 0.6338
H -3.5923 -3.0351 0.0930
H -3.5140 -3.5433 1.7109
H -2.5208 -5.1417 -0.5716
H -2.3023 -5.5249 1.1480
S 0.5833 -1.1663 5.5517
C 0.5112 -1.4127 3.8764
N -0.5014 -0.8717 3.2446
C -1.3286 -0.1865 4.1416
C -2.5038 0.4978 3.8270
C -3.1874 1.1211 4.8468
C -2.7254 1.0706 6.1704
C -1.5710 0.3918 6.4945
C -0.8786 -0.2365 5.4605
H 1.2603 -1.9932 3.3602
H -2.8598 0.5188 2.8055
H -4.1007 1.6564 4.6270
H -3.2862 1.5677 6.9494
H -1.2157 0.3460 7.5141
C 3.7937 0.3494 -0.9687
C 2.3971 -0.1394 -0.5803
C 2.2022 -1.6135 -0.8830
Sb 1.2330 1.2471 -1.7902
C 1.1589 0.7231 -3.8705
C 1.1075 -0.7936 -4.0493
C 2.2614 1.3725 -4.6988
C 1.7845 3.2615 -1.2827
C 2.8925 3.8707 -2.1334
C 2.0629 3.3397 0.2186
H 4.5208 -0.2665 -0.4350
H 3.9935 1.3866 -0.7057
H 3.9957 0.2026 -2.0331
H 2.1352 0.1120 0.4475
H 2.6028 -1.8750 -1.8607
H 1.1698 -1.9416 -0.8094
H 2.7730 -2.1744 -0.1397
H 0.1927 1.1648 -4.1381
H 2.0930 -1.2380 -3.9152
H 0.7954 -1.0112 -5.0721
H 0.4097 -1.2898 -3.3717
H 3.2561 1.0522 -4.3873
H 2.2224 2.4582 -4.6769
H 2.1334 1.0598 -5.7365
H 0.8359 3.7649 -1.4884
H 3.8234 3.3060 -2.0788
H 3.1021 4.8722 -1.7543
H 2.6098 3.9727 -3.1779
H 3.0124 2.8781 0.4901
H 1.2725 2.8835 0.8200
H 2.1244 4.3903 0.5059
```

Summary:
energy	-78682.061	eV
gap between HOMO and LUMO (alpha / beta)	6.94 / 6.59	eV
2S+1	2
charge	+2
highest occupied orbital energy (alpha / beta)	-12.7 / -12.4	eV



No. 2
Formula: C18H33N3OPdSSeSi3
Source: the Open Molecules 2025 dataset
Level of theory: ωB97M-V with the def2-TZVPD basis set

```
61
C18H33N3OPdSSeSi3, DFT ωB97M-V with the def2-TZVPD basis set
Pd -0.5241 -0.0099 0.5664
C 1.4368 0.1499 -2.4542
O 0.2856 -0.2282 -1.6737
Si -0.9931 -1.1486 -2.3185
C -1.8988 -0.2521 -3.6294
C -0.4298 -2.7859 -2.9342
C -1.8527 -1.1372 -0.6470
Si -3.2266 0.1748 -0.3346
C -3.8049 0.2248 1.4252
C -2.6716 1.8742 -0.8923
C -4.6716 -0.4144 -1.3498
Si -1.3922 -2.5910 0.5937
C -2.8169 -3.7228 0.1752
C 0.2573 -3.3565 0.2340
C -1.4938 -2.1384 2.3926
H 1.5879 -0.5633 -3.2668
H 2.3169 0.1353 -1.8142
H 1.2993 1.1450 -2.8738
H -1.2295 -0.0735 -4.4775
H -2.3060 0.7076 -3.3144
H -2.7170 -0.8775 -3.9993
H -0.3847 -2.7593 -4.0256
H -1.1307 -3.5806 -2.6653
H 0.5528 -3.0668 -2.5558
H -3.0800 0.5415 2.1740
H -4.2333 -0.7325 1.7311
H -4.6128 0.9642 1.4368
H -1.6855 1.9229 -1.3561
H -2.6766 2.5650 -0.0462
H -3.3940 2.2363 -1.6292
H -4.8320 -1.4884 -1.2371
H -4.5539 -0.1883 -2.4100
H -5.5602 0.1055 -0.9801
H -2.8727 -3.9523 -0.8881
H -3.7664 -3.3002 0.5055
H -2.6180 -4.6462 0.7327
H 0.1401 -4.2859 -0.3272
H 0.7569 -3.5975 1.1756
H 0.9141 -2.7022 -0.3394
H -2.4811 -1.7928 2.6944
H -0.7352 -1.4265 2.7445
H -1.2753 -3.0702 2.9274
Se 4.4138 -0.2703 1.0058
C 2.6162 -0.3099 1.1560
N 1.4696 -0.3558 1.2985
N -1.2773 1.3994 3.7492
C -0.7376 2.2399 2.8458
N -0.2854 1.8718 1.6673
C 0.2866 2.9665 0.9799
C 0.9175 2.9292 -0.2533
C 1.4164 4.1070 -0.7844
C 1.2906 5.3140 -0.0969
C 0.6715 5.3558 1.1403
C 0.1817 4.1682 1.6622
S -0.5956 3.9179 3.2043
H -1.1317 0.4078 3.6664
H -1.5503 1.7397 4.6561
H 1.0152 1.9974 -0.7935
H 1.9116 4.0931 -1.7464
H 1.6831 6.2245 -0.5281
H 0.5770 6.2870 1.6833
```

Summary:
energy	-128999.010	eV
gap between HOMO and LUMO (alpha / beta)	9.47 / 4.68	eV
2S+1	5
charge	+2
highest occupied orbital energy (alpha / beta)	-14.1 / -14.1	eV